(1)
Computed, not measured: a molecular structure, C18H17CoIN7O2S, with ωB97M-V/def2-TZVPD.

As for the HOMO-LUMO gap (alpha / beta): 6.41 / 6.42 eV. Its total charge is -1. As for the multiplicity: 2. The total energy is -3308.65064 Eh. The LUMO energy (alpha / beta) is 2.2 / 2.3 eV.

Each line ends with the natural charge from an NBO analysis.
Cartesian coordinates (Å):
H1 -0.46 3.66 3.67  0.38
H2 0.65 2.63 4.50  0.39
C1 2.32 -1.37 0.31  0.29
N1 -1.17 2.15 1.99  -0.49
C2 1.89 -4.06 0.43  -0.25
C3 2.27 2.69 -0.70  -0.24
N2 -1.56 -0.61 -0.88  -0.47
O1 -1.65 -1.43 1.79  -0.57
C4 -2.22 1.48 0.09  0.21
C5 -2.31 0.49 -1.01  0.17
Co1 -0.26 -0.38 0.84  1.04
H3 -2.76 3.38 -0.73  0.22
N3 1.08 -1.82 0.55  -0.46
H4 -0.97 -2.41 -1.65  0.21
H5 4.52 0.23 -0.21  0.21
C6 0.87 -3.14 0.59  0.06
H6 4.38 -1.84 -0.03  0.22
C7 -2.41 -1.44 -2.93  -0.24
C8 -1.61 -1.55 -1.80  0.12
C9 2.40 0.08 0.07  0.19
C10 3.51 2.08 -0.62  -0.15
O2 -2.97 -3.07 1.88  -0.46
H7 4.41 2.61 -0.88  0.21
C11 -0.34 1.77 2.95  0.28
H8 1.67 -5.11 0.46  0.22
H9 0.17 2.42 -0.38  0.21
N4 -1.37 1.21 1.02  -0.24
I1 1.53 -0.65 -3.32  -0.97
N5 -0.18 2.73 3.92  -0.81
C12 -3.12 0.69 -2.12  -0.25
H10 -2.40 -2.23 -3.68  0.22
N6 1.21 0.70 0.06  -0.42
C13 -3.08 2.71 0.07  -0.68
H11 -3.78 -0.17 -3.98  0.21
S1 0.49 0.29 3.16  -0.36
H12 2.17 3.71 -1.03  0.22
H13 -3.71 1.59 -2.23  0.21
H14 -2.99 3.23 1.02  0.26
C14 3.57 0.75 -0.23  -0.21
C15 -3.17 -0.30 -3.10  -0.16
N7 -2.04 -2.55 1.30  0.27
H15 -0.16 -3.44 0.75  0.24
C16 3.18 -3.59 0.24  -0.15
C17 1.15 1.97 -0.34  0.10
H16 -4.12 2.44 -0.11  0.22
C18 3.39 -2.23 0.17  -0.23
H17 4.00 -4.28 0.12  0.21

---

(2)
Computed, not measured: a molecular structure, C18H17I2OS5Sn, with ωB97M-V/def2-TZVPD.

As for the HOMO-LUMO gap: 6.32 eV. Its total charge is +1. The total energy is -3571.63792 Eh. The LUMO energy is -4.5 eV.

Each line ends with the natural charge from an NBO analysis.
Cartesian coordinates (Å):
C1 5.00 -10.54 -8.77  -0.29
C2 3.10 -11.50 -9.55  -0.39
H1 2.93 -13.84 -4.35  0.23
H2 8.00 -16.19 -8.09  0.25
S1 9.03 -16.37 -11.50  0.13
C3 11.36 -16.45 -10.04  -0.37
S2 11.63 -16.29 -12.70  0.51
C4 4.51 -9.72 -9.85  -0.34
H3 2.41 -14.71 -6.71  0.22
H4 7.90 -16.10 -6.32  0.24
H5 2.11 -12.06 -9.48  0.29
H6 7.03 -15.44 -9.75  0.17
S3 13.08 -16.89 -10.15  0.44
C5 3.45 -14.87 -6.91  -0.26
H7 3.07 -14.45 -10.28  0.23
C6 4.15 -11.50 -8.59  -0.30
H8 3.28 -16.14 -9.83  0.24
C7 3.34 -10.37 -10.33  -0.38
S4 10.94 -16.27 -8.46  0.12
C8 4.31 -14.76 -5.79  0.07
C9 7.66 -15.56 -7.26  -0.67
O1 5.58 -14.28 -10.58  -0.67
C10 3.69 -14.63 -4.44  -0.65
H9 5.89 -10.44 -8.21  0.26
H10 2.78 -10.07 -11.25  0.27
S5 14.55 -16.82 -12.76  0.17
H11 5.04 -8.83 -10.27  0.27
I1 10.92 -11.72 -15.24  0.03
H12 2.01 -15.34 -9.06  0.23
C11 6.20 -15.30 -7.15  0.08
H13 4.43 -14.52 -3.64  0.23
H14 4.16 -12.28 -7.81  0.27
C12 3.98 -14.95 -8.25  0.08
C13 13.19 -16.54 -11.98  -0.57
Sn1 5.03 -11.92 -10.95  1.27
I2 9.53 -10.32 -13.51  -0.03
H15 6.23 -15.09 -4.94  0.23
H16 8.27 -14.61 -7.22  0.24
C14 5.66 -15.07 -5.90  -0.25
C15 10.63 -16.35 -11.30  -0.43
H17 3.05 -15.56 -4.42  0.25
C16 3.01 -15.16 -9.43  -0.65
C17 5.40 -15.01 -8.33  -0.20
C18 6.07 -14.84 -9.58  0.43

---

(3)
Computed, not measured: a gas-phase ion, C18H17N2O6 (charge -1), with ωB97M-V/def2-TZVPD.

As for the HOMO-LUMO gap: 7.05 eV. Its total charge is -1. The SMILES is COc1ccc([C@@H](C2=C([O-])OC(C)(C)OC2=O)n2ccnc2C=O)cc1. The total energy is -1257.09852 Eh. The LUMO energy is 2.7 eV.

Each line ends with the natural charge from an NBO analysis.
Cartesian coordinates (Å):
C1 -0.96 -1.28 -0.85  -0.09
O1 3.23 3.03 -1.23  -0.51
C2 1.00 2.47 -1.85  0.20
H1 -2.09 2.86 -1.10  0.20
O2 1.62 2.69 0.93  -0.67
H2 -1.21 4.48 -2.97  0.19
H3 4.45 -0.37 0.85  0.22
O3 2.66 1.12 2.15  -0.55
H4 0.08 -1.64 -0.87  0.21
H5 -5.21 -4.40 -1.50  0.19
C3 0.70 0.56 0.84  -0.54
N1 -0.11 2.12 -1.09  -0.30
H6 3.67 -1.95 1.21  0.21
H7 4.68 0.09 3.47  0.21
C4 0.50 -0.52 1.83  0.77
C5 3.50 -0.89 1.04  -0.67
C6 1.67 1.52 1.29  0.76
H8 -1.76 -3.28 -1.23  0.21
C7 2.89 -0.30 2.29  0.54
H9 3.92 -1.50 3.79  0.21
N2 0.70 3.40 -2.78  -0.43
C8 -4.19 -4.02 -1.44  -0.26
H10 -2.90 1.50 -0.46  0.19
C9 -3.35 -1.80 -1.02  0.30
C10 -0.62 3.68 -2.57  -0.11
H11 -3.66 -4.47 -0.58  0.18
C11 -2.64 0.47 -0.67  -0.17
O4 -4.43 -2.60 -1.22  -0.51
H12 3.16 -0.01 4.41  0.23
C12 -3.65 -0.43 -0.88  -0.27
C13 -1.99 -2.22 -1.05  -0.33
C14 2.35 2.21 -1.36  0.42
C15 3.73 -0.44 3.58  -0.62
O5 1.62 -0.91 2.58  -0.56
C16 -1.12 2.91 -1.55  -0.08
C17 -1.30 0.07 -0.55  -0.05
C18 -0.38 1.13 0.00  -0.04
H13 -0.95 1.74 0.73  0.20
H14 -4.68 -0.09 -0.93  0.21
H15 2.42 1.11 -1.13  0.11
O6 -0.53 -1.09 2.08  -0.66
H16 -3.66 -4.20 -2.39  0.18
H17 2.81 -0.76 0.20  0.24

---

(4)
Computed, not measured: 2 unconnected molecules or ions with the total composition C18H17N2O7, with ωB97M-V/def2-TZVPD.

As for the HOMO-LUMO gap: 3.53 eV. Its total charge is -1. The total energy is -1332.15661 Eh. The LUMO energy is 0.2 eV.

Each line ends with the natural charge from an NBO analysis.
Cartesian coordinates (Å):
C1 0.31 -0.41 -2.61  0.08
H1 -2.31 1.43 -3.05  0.45
O1 -4.85 -3.12 4.14  -0.65
C2 -2.06 1.06 -1.13  0.04
H2 -0.51 -0.38 -3.31  0.23
C3 -3.63 -0.42 1.97  0.42
N1 -0.02 -0.40 -1.30  -0.27
N2 5.26 1.74 -0.12  -0.84
C4 0.58 -0.46 0.98  -0.15
H3 -0.06 -1.00 3.09  0.24
O2 -4.01 0.28 1.01  -0.71
H4 5.90 1.60 -2.08  0.17
O3 -1.44 0.61 1.95  -0.71
C5 0.94 -0.47 -0.37  0.21
H5 -1.59 3.17 -0.96  0.23
H6 3.06 -0.56 0.01  0.25
H7 -0.90 -0.90 4.09  0.16
C6 2.62 -0.51 -2.08  -0.11
C7 -2.20 -0.22 2.53  0.37
O4 4.40 -0.84 -3.60  -0.51
C8 5.05 1.28 -1.48  0.09
H8 5.28 0.95 0.51  0.37
H9 4.48 2.33 0.17  0.37
H10 -2.00 -1.07 -1.39  0.23
H11 -0.34 2.07 -0.29  0.23
H12 -1.52 -0.46 0.18  0.31
C9 -1.08 2.22 -1.08  -0.63
C10 1.60 -0.47 -3.04  -0.25
H13 -5.40 -1.56 2.03  0.20
C11 -1.41 -0.31 -0.89  -0.29
C12 2.29 -0.53 -0.75  -0.17
O5 -2.37 -2.54 5.30  -0.61
H14 -2.72 1.20 -0.28  0.30
C13 4.06 -0.53 -2.50  0.79
C14 -4.45 -1.43 2.53  -0.55
O6 -2.84 1.09 -2.32  -0.71
C15 -1.89 -0.99 3.63  -0.53
C16 -4.14 -2.24 3.64  0.40
H15 1.83 -0.45 -4.10  0.25
C17 0.24 -0.74 2.09  0.07
O7 4.93 -0.15 -1.52  -0.55
H16 4.16 1.77 -1.88  0.16
H17 -0.50 2.29 -2.01  0.16
C18 -2.75 -1.96 4.28  0.47

---

(5)
Computed, not measured: C18H17N3S in the gas phase, with ωB97M-V/def2-TZVPD.

As for the HOMO-LUMO gap: 8.50 eV. Its total charge is 0. The SMILES is CCCCSc1ccc2nc(-c3ccc(C#N)cc3)cn2c1. The total energy is -1258.49750 Eh. The LUMO energy is 0.0 eV.

Each line ends with the natural charge from an NBO analysis.
Cartesian coordinates (Å):
C1 -2.74 3.53 2.65  -0.42
C2 -0.71 -0.26 0.48  0.04
C3 1.27 -1.59 -0.32  -0.12
C4 3.78 -2.12 -2.93  -0.17
C5 -1.61 1.32 -1.14  -0.21
C6 -1.78 2.39 2.31  -0.50
C7 -4.55 4.50 4.19  -0.60
C8 0.38 -0.09 -1.63  0.34
C9 2.61 -3.82 -1.67  -0.19
H1 -0.60 -0.74 1.46  0.22
C10 1.86 -1.64 -1.51  0.11
C11 2.83 -2.50 -2.04  -0.07
H2 -4.84 2.87 2.78  0.21
H3 3.31 -5.82 -1.72  0.23
C12 5.48 -5.43 -3.31  0.28
C13 4.57 -3.12 -3.48  -0.15
H4 -3.89 4.93 4.97  0.21
H5 3.84 -1.06 -3.28  0.24
C14 3.50 -4.79 -2.09  -0.14
H6 -2.97 3.98 1.67  0.20
C15 -0.65 0.93 -2.10  -0.21
N1 6.42 -6.11 -3.41  -0.30
H7 -5.55 4.33 4.58  0.21
H8 -2.20 4.28 3.18  0.20
N2 1.25 -0.70 -2.39  -0.47
H9 5.39 -2.75 -4.11  0.23
C16 -1.66 0.72 0.20  -0.26
H10 1.79 -4.06 -0.98  0.22
H11 -3.61 2.52 4.14  0.19
S1 -2.87 1.25 1.35  0.23
H12 -4.62 5.19 3.39  0.20
C17 4.48 -4.45 -3.00  -0.19
H13 -1.49 1.88 3.29  0.21
C18 -4.02 3.26 3.45  -0.40
N3 0.27 -0.63 -0.38  -0.33
H14 -2.39 2.06 -1.49  0.23
H15 -0.78 1.31 -3.12  0.24
H16 1.40 -2.36 0.38  0.22
H17 -0.90 2.75 1.64  0.24